The following is a quantum chemistry calculation of a 7-piece molecular cluster, C6H26NO6 overall, from OMol25.

Calculated values
charge: +1
LUMO: -2.7 eV
HOMO: -11.80 eV
Kohn-Sham gap: 9.06 eV

The geometry in XYZ format:
```
39
Properties=species:S:1:pos:R:3:lowdin_charge:R:1
C 1.35369 1.12124 2.68641 -0.07
C 1.54101 0.51708 1.36156 -0.30
C 0.69260 1.22909 0.32154 -0.13
C 1.69573 1.91658 -0.72851 -0.38
C 2.30686 1.02445 -1.48607 0.02
C 1.82995 3.35782 -0.77924 -0.07
N 0.87968 -0.91440 1.47230 0.19
H 0.34500 1.55502 2.78015 0.09
H 2.13284 1.86479 2.92599 0.10
H 1.40720 0.36219 3.52290 0.10
H 2.59361 0.54464 0.88237 0.17
H -0.08151 1.90363 0.72661 0.12
H 0.14629 0.42342 -0.34560 0.11
H 2.14022 -0.09961 -1.50223 0.09
H 3.08885 1.42078 -2.19250 0.09
H 1.57298 3.68593 -1.80426 0.10
H 1.08230 3.98514 -0.24770 0.09
H 2.86713 3.65154 -0.53841 0.10
H 0.96508 -1.35631 0.60198 0.05
H -0.00945 -0.84942 1.52440 0.05
H 1.26330 -1.64911 2.20301 0.22
H -2.08344 -1.41316 -3.91785 0.13
H -2.50423 -1.23731 -2.46171 0.00
O -1.80707 -0.95257 -3.03796 -0.07
H -3.40278 -0.14057 2.78060 -0.08
H -4.21909 -0.80019 1.80987 0.04
O -3.35029 -0.51221 2.03103 0.05
H 0.69238 -3.70531 1.73115 0.07
H -0.15217 -3.77625 0.42366 0.04
O 0.35996 -3.21769 0.97506 -0.04
H 0.08868 -1.59523 -1.92588 0.13
H -0.89535 -1.38119 -0.90993 -0.02
O 0.00615 -1.63033 -0.88952 -0.11
H -2.50606 -3.23177 -1.21510 0.01
H -2.73585 -2.80465 0.20952 0.09
O -2.46303 -2.51168 -0.68502 0.00
H -1.51533 2.47627 -2.22883 -0.01
H -2.09624 1.10075 -2.06156 0.08
O -1.22961 1.63862 -2.01223 -0.04
```

***

The following is a quantum chemistry calculation of C35H42AsCl3GeN2O3PtSe2 as an isolated structure, from OMol25.

Calculated values
charge: +3
LUMO (alpha / beta): -7.7 / -11.5 eV
HOMO (alpha / beta): -15.50 / -15.50 eV
spin multiplicity: 6
Kohn-Sham gap (alpha / beta): 7.78 / 4.02 eV

The geometry in XYZ format:
```
90
Properties=species:S:1:pos:R:3:lowdin_charge:R:1
Pt -0.29017 -0.48751 -1.09630 0.94
C -1.73904 4.89179 -2.85958 -0.29
Se -1.40017 3.02074 -2.52177 1.09
C -2.94373 2.26611 -3.49094 -0.45
C -2.59234 1.69605 -4.86366 -0.49
Se -1.71426 -0.05664 -4.81495 1.16
C -1.87795 -0.48179 -6.69189 -0.28
H -2.52269 5.22259 -2.17597 0.06
H -2.04652 5.04213 -3.89248 0.06
H -0.82171 5.44004 -2.65550 0.05
H -3.65379 3.08337 -3.61279 0.10
H -3.37049 1.51063 -2.82874 0.07
H -1.93084 2.35831 -5.42369 0.07
H -3.50675 1.55501 -5.44495 0.10
H -2.93258 -0.64327 -6.92273 0.07
H -1.31443 -1.39304 -6.87930 0.05
H -1.47850 0.33825 -7.28846 0.07
C -3.96541 -3.28494 1.22728 -0.01
C -3.96101 -1.74014 1.23329 -0.59
C -5.34625 -1.18769 0.85992 -0.01
C -3.52017 -1.23013 2.62030 -0.01
C -2.98130 -1.28431 0.26591 -0.02
C -2.11192 -0.90249 -0.52893 -0.18
H -4.62952 -3.64152 2.01337 0.11
H -2.96402 -3.67040 1.41984 0.09
H -4.31388 -3.67206 0.27024 0.10
H -6.07177 -1.51881 1.60204 0.11
H -5.66665 -1.55953 -0.11334 0.10
H -5.33827 -0.09751 0.83874 0.08
H -4.24387 -1.55425 3.36752 0.11
H -3.46694 -0.13976 2.63554 0.06
H -2.54421 -1.63944 2.88334 0.09
O 6.70154 -1.85687 -1.76768 -0.02
C 6.30885 -3.15219 -1.41024 -0.24
N 4.86884 -3.17442 -1.54432 0.11
C 4.08605 -3.97487 -0.78685 -0.46
O 4.49003 -4.71716 0.07968 0.12
C 2.61237 -3.87237 -1.09536 -0.09
C 1.88450 -5.00070 -1.45366 0.06
C 0.52438 -4.87773 -1.70122 0.00
C -0.07140 -3.63728 -1.56076 -0.12
N 0.63489 -2.56686 -1.19262 -0.09
C 1.94421 -2.66875 -0.96451 -0.12
H 7.65226 -1.81674 -1.90167 0.10
H 6.55423 -3.40967 -0.37589 0.13
H 6.76595 -3.91138 -2.05632 0.14
H 4.49018 -2.59083 -2.27399 0.13
H 2.37967 -5.95981 -1.53630 0.15
H -0.06900 -5.73088 -1.99732 0.13
H -1.13010 -3.49349 -1.72929 0.11
H 2.46892 -1.77156 -0.65125 0.11
O 0.92846 0.92167 0.11293 -0.68
As 0.83785 1.35578 1.74158 1.28
C 1.89434 2.97398 1.83815 -0.29
C 1.24312 4.18427 2.04649 -0.09
C 1.99104 5.35252 2.07872 -0.06
C 3.36575 5.30510 1.89531 -0.04
C 4.00330 4.09166 1.67151 -0.05
C 3.26788 2.91719 1.63826 -0.09
C 1.47033 -0.12233 2.81159 -0.30
C 2.75722 -0.61394 2.61773 -0.10
C 3.18796 -1.69792 3.36635 -0.05
C 2.34031 -2.27753 4.30166 -0.04
C 1.05569 -1.78691 4.48431 -0.05
C 0.61015 -0.70695 3.73481 -0.10
C -0.96983 1.79933 2.26438 -0.32
C -1.25462 2.17285 3.57584 -0.09
C -2.53899 2.58055 3.90856 -0.03
C -3.52886 2.64291 2.93625 -0.05
C -3.24597 2.25857 1.63277 -0.09
C -1.97013 1.82149 1.30405 -0.14
H 0.17047 4.22138 2.19203 0.10
H 1.49631 6.29832 2.25408 0.12
H 3.94262 6.21945 1.92429 0.12
H 5.07450 4.05922 1.52755 0.12
H 3.76604 1.97418 1.45464 0.09
H 3.41834 -0.16372 1.88735 0.10
H 4.18772 -2.08592 3.22651 0.12
H 2.68231 -3.11644 4.89252 0.12
H 0.39688 -2.23517 5.21594 0.12
H -0.39432 -0.32742 3.87127 0.08
H -0.48270 2.14680 4.33630 0.13
H -2.76717 2.86106 4.92793 0.13
H -4.51912 2.99069 3.19815 0.12
H -4.01845 2.30001 0.87301 0.11
H -1.74624 1.46469 0.30719 0.02
Cl 1.98478 -1.26327 -4.12986 0.13
Ge 1.49159 0.32775 -2.72140 -0.23
Cl 3.37072 1.17398 -2.18703 0.19
Cl 0.66552 1.92592 -4.22351 0.09
```

***

The following is a quantum chemistry calculation of C39H43CeClP2Si2 as an isolated structure, from OMol25.

Calculated values
charge: +1
LUMO (alpha / beta): -4.1 / -4.1 eV
HOMO (alpha / beta): -9.98 / -9.97 eV
spin multiplicity: 2
Kohn-Sham gap (alpha / beta): 5.87 / 5.89 eV

The geometry in XYZ format:
```
88
Properties=species:S:1:pos:R:3:lowdin_charge:R:1
C -0.88660 -1.91678 0.46524 -0.21
C -1.68943 -1.35656 -0.58010 -0.17
C -1.64902 -2.25930 -1.68503 -0.19
H -2.27857 -0.44003 -0.51512 0.12
C -0.78855 -3.35250 -1.35519 -0.18
C -0.33452 -3.15458 -0.01346 -0.20
H 0.24894 -3.86824 0.56832 0.10
H -0.80017 -1.52097 1.47688 0.11
H -2.23716 -2.17264 -2.59848 0.11
H -0.56118 -4.21099 -1.99054 0.13
Ce 0.87669 -1.27460 -1.49251 0.56
Si 1.41761 3.18607 -3.68593 0.76
C 0.25582 4.10858 -4.80533 -0.33
C 0.73242 4.72497 -5.97152 -0.11
H 1.77319 4.57587 -6.26994 0.10
C -0.11318 5.51840 -6.74999 -0.08
H 0.27020 5.99267 -7.65520 0.11
C -1.45478 5.67929 -6.39056 -0.08
H -2.11532 6.29547 -7.00226 0.11
C -1.95186 5.02339 -5.26158 -0.08
H -3.00986 5.10565 -5.00092 0.11
C -1.10013 4.24984 -4.46700 -0.11
H -1.49329 3.75644 -3.57472 0.09
C 1.08244 1.32684 -3.75450 -0.29
C -0.14497 0.76891 -3.36600 -0.15
H -0.89461 1.34550 -2.82259 0.11
C -0.48227 -0.55273 -3.85471 -0.25
H -1.53519 -0.84218 -3.88580 0.14
C 0.55299 -1.59607 -3.84372 -0.36
H 0.31931 -2.66207 -3.78193 0.16
C 1.89818 -1.03806 -4.07217 -0.22
H 2.75930 -1.68922 -4.19613 0.11
C 1.98853 0.37942 -4.36509 -0.15
H 2.90838 0.76548 -4.81592 0.15
H 1.02881 3.58397 -2.31233 -0.01
Si 0.62030 -0.63845 -5.40589 0.60
C 0.74615 -2.08664 -6.66549 -0.19
C -0.20243 -2.18131 -7.68894 -0.08
H -0.99247 -1.43156 -7.76151 0.10
C -0.14737 -3.21800 -8.62569 -0.06
H -0.89518 -3.27829 -9.41969 0.11
C 0.87226 -4.17884 -8.54030 -0.07
H 0.93031 -4.98470 -9.27548 0.11
C 1.81612 -4.09877 -7.50698 -0.07
H 2.60471 -4.85243 -7.42679 0.11
C 1.75435 -3.05802 -6.57103 -0.08
H 2.49932 -3.01651 -5.77398 0.09
C -0.00188 0.73880 -6.59861 -0.25
C -1.30242 1.24591 -6.53461 -0.09
H -1.99760 0.92256 -5.75423 0.11
C -1.73616 2.17735 -7.48251 -0.08
H -2.75297 2.56833 -7.42904 0.11
C -0.87085 2.62074 -8.48475 -0.08
H -1.22160 3.33164 -9.23706 0.11
C 0.45543 2.18196 -8.49243 -0.08
H 1.15184 2.56295 -9.23925 0.11
C 0.89447 1.25974 -7.53609 -0.09
H 1.94079 0.93886 -7.54001 0.11
H 2.73358 3.63086 -3.88616 -0.03
Cl 3.38050 -2.02354 -1.51813 0.10
C 3.94536 -0.99941 1.85219 -0.25
P 2.19410 -1.45109 1.54910 0.84
C 2.09794 -3.05525 2.41170 -0.26
C 1.38587 -0.30429 2.74745 -0.38
C 1.40727 -0.51668 4.12692 -0.08
C 0.84424 0.43492 4.98451 -0.06
C 0.26098 1.59074 4.46430 -0.06
C 0.22990 1.80777 3.08309 -0.08
C 0.78380 0.87073 2.21175 -0.37
P 0.78746 1.07350 0.38710 0.84
C -0.54836 2.27179 0.10875 -0.26
C 2.31514 2.04740 0.12877 -0.23
H 4.53389 -1.34124 0.99524 0.01
H 4.28673 -1.49262 2.77114 0.05
H 4.03985 0.08790 1.95909 0.04
H 2.91617 -3.13534 3.14073 0.05
H 1.13314 -3.17882 2.91799 0.06
H 2.21122 -3.84252 1.65456 0.04
H 1.85759 -1.42429 4.53411 0.11
H 0.86898 0.26253 6.06081 0.11
H -0.17701 2.33252 5.13259 0.11
H -0.23854 2.70744 2.69007 0.10
H -0.26437 3.24112 0.54017 0.05
H -0.72830 2.39596 -0.96518 0.01
H -1.47398 1.91777 0.58216 0.06
H 2.27406 2.92286 0.79000 0.06
H 3.20542 1.45133 0.36768 0.04
H 2.37447 2.37582 -0.91740 0.01
```

***

The following is a quantum chemistry calculation of a single C16H25N3O3S molecule, from OMol25.

Calculated values
LUMO: 0.6 eV
HOMO: -8.46 eV
Kohn-Sham gap: 9.09 eV

The geometry in XYZ format:
```
48
Properties=species:S:1:pos:R:3:lowdin_charge:R:1
O 3.28320 1.44876 -1.52838 -0.28
S 2.88121 0.88080 -0.27442 0.67
O 3.59336 1.27437 0.91136 -0.29
C 1.14790 1.16064 -0.02182 -0.28
C 0.27572 1.02801 -1.09633 -0.04
C -1.06945 1.22000 -0.89158 0.00
C -1.50836 1.54445 0.40951 -0.32
N -2.79723 1.79778 0.72242 0.05
C -3.93856 1.53658 -0.11631 -0.17
C -4.28423 0.04140 -0.22911 -0.33
C -4.65374 -0.54387 1.13445 -0.17
C -5.00391 -2.02414 1.00960 -0.20
C -6.15185 -2.22253 0.02504 -0.21
C -5.78612 -1.64316 -1.33766 -0.20
C -5.43692 -0.16289 -1.21245 -0.17
N -0.65402 1.66385 1.43696 0.12
C 0.63248 1.48338 1.21935 -0.13
N 2.86633 -0.79449 -0.47788 -0.23
C 3.87560 -1.32819 -1.37296 -0.17
C 5.21437 -1.48397 -0.64891 -0.18
O 5.07147 -2.28491 0.50467 -0.13
C 4.15639 -1.70666 1.41135 -0.19
C 2.77735 -1.53512 0.76523 -0.17
H 0.67785 0.78479 -2.06708 0.12
H -1.76977 1.13019 -1.70491 0.10
H -2.95681 1.93679 1.70836 0.14
H -3.74841 1.94458 -1.11339 0.12
H -4.79012 2.07514 0.30619 0.13
H -3.40100 -0.48732 -0.60402 0.14
H -3.81869 -0.42362 1.82780 0.11
H -5.51276 -0.00232 1.53878 0.12
H -5.27902 -2.42170 1.98839 0.11
H -4.12743 -2.57444 0.65981 0.12
H -6.38008 -3.28554 -0.07167 0.11
H -7.04548 -1.72138 0.40383 0.11
H -6.61889 -1.76803 -2.03237 0.11
H -4.92821 -2.18455 -1.74272 0.11
H -5.16531 0.23740 -2.19184 0.11
H -6.31242 0.38674 -0.85868 0.12
H 1.29084 1.60346 2.06858 0.12
H 3.96647 -0.63204 -2.20586 0.11
H 3.52490 -2.30096 -1.73314 0.13
H 5.94645 -1.98888 -1.28144 0.13
H 5.58720 -0.48660 -0.37166 0.13
H 4.10328 -2.38566 2.26416 0.13
H 4.51885 -0.72285 1.73861 0.11
H 2.11009 -0.98874 1.43274 0.12
H 2.34445 -2.51554 0.53858 0.13
```

***

Number 1: largest force on an atom 10.30 eV/Å. Number 2: largest force on an atom 1.83 eV/Å. Number 3: largest force on an atom 7.99 eV/Å. Number 4: largest force on an atom 1.06 eV/Å.